{"formula": "C25H29N4O5Ru", "method": "ωB97M-V/def2-TZVPD", "s2": 0.7632, "e_tot_ha": -1660.000340, "homo_energy_ev": [-7.90, -8.13], "multiplicity": 2, "homo_lumo_gap_ev": [8.1, 7.2], "total_charge": 0, "lumo_energy_ev": [0.194, -0.956], "symbols": ["Ru", "C", "O", "C", "C", "O", "C", "C", "O", "C", "H", "H", "H", "H", "H", "H", "H", "H", "H", "H", "H", "H", "H", "H", "C", "N", "C", "C", "C", "C", "C", "N", "C", "C", "C", "C", "C", "C", "H", "H", "H", "H", "H", "H", "H", "H", "H", "H", "H", "O", "N", "O", "N", "C", "C", "C", "C", "C", "C", "C", "H", "H", "H", "H"], "coordinates": [[-0.73663, 0.26239, -0.77402], [-3.82672, 1.02340, -1.44856], [-3.02793, 0.11217, -0.68863], [-3.44633, -0.04909, 0.65568], [-2.85275, 0.98122, 1.57741], [-1.43454, 0.78075, 1.63192], [-0.84019, 1.49112, 2.72512], [-0.53206, 2.95201, 2.49023], [0.46318, 3.06001, 1.51353], [0.90964, 4.39017, 1.33375], [-4.86550, 0.68604, -1.42632], [-3.45099, 0.99132, -2.46761], [-3.74354, 2.03759, -1.06336], [-3.10609, -1.03679, 0.96519], [-4.53793, -0.03217, 0.72216], [-3.27250, 0.82367, 2.57815], [-3.06965, 1.99526, 1.24607], [0.08021, 0.96319, 2.97596], [-1.51430, 1.41383, 3.58530], [-0.17355, 3.35989, 3.44812], [-1.42702, 3.51419, 2.20126], [1.37494, 4.77267, 2.24968], [0.08270, 5.04661, 1.04827], [1.64353, 4.37902, 0.53118], [-0.83712, -2.67284, 0.58042], [-0.93743, -1.77095, -0.57364], [-1.12168, -2.33691, -1.74090], [-1.12511, -1.54843, -2.90608], [-1.15702, -1.78028, -4.29044], [-0.95877, -0.54170, -4.88774], [-0.81039, 0.40554, -3.85491], [-0.92732, -0.20495, -2.68049], [0.51070, -2.63743, 1.25048], [0.87265, -1.56719, 2.05692], [2.11353, -1.53301, 2.67263], [3.00843, -2.57832, 2.49156], [2.65080, -3.65926, 1.69848], [1.40681, -3.68707, 1.08361], [-1.02027, -3.68999, 0.22631], [-1.62023, -2.44821, 1.30879], [-1.24008, -3.41552, -1.80167], [-1.30180, -2.73052, -4.77986], [-0.92781, -0.32641, -5.94382], [-0.64382, 1.46996, -3.91134], [0.16522, -0.76305, 2.19885], [2.38579, -0.68632, 3.29111], [3.98055, -2.55058, 2.96670], [3.34147, -4.48008, 1.55444], [1.13531, -4.52941, 0.45681], [-2.02595, 3.44638, -0.02401], [-1.18621, 3.35235, -0.88157], [-1.03308, 2.16241, -1.38597], [6.59134, -0.68913, -0.68804], [5.45318, -0.52798, -0.73240], [4.03140, -0.32639, -0.78768], [3.28910, -0.84062, -1.85004], [1.91878, -0.65500, -1.89013], [1.24535, 0.03370, -0.87103], [2.01717, 0.55341, 0.17339], [3.39017, 0.38202, 0.22432], [3.79185, -1.38348, -2.63979], [1.37579, -1.06618, -2.73086], [1.53532, 1.11679, 0.96089], [3.96738, 0.78617, 1.04619]], "forces_ev_per_a": [[-0.831, 0.220, 0.334], [-0.010, -0.068, -0.072], [-0.120, 0.050, 0.048], [-0.040, -0.083, 0.101], [-0.011, -0.053, 0.112], [0.045, 0.169, -0.099], [-0.005, -0.030, 0.099], [-0.073, -0.037, 0.076], [0.159, -0.020, -0.016], [-0.031, -0.006, -0.057], [0.002, -0.004, -0.004], [0.028, 0.004, 0.015], [0.006, 0.051, 0.054], [-0.027, -0.033, -0.033], [-0.013, 0.075, -0.041], [0.031, 0.009, 0.000], [-0.031, 0.002, -0.018], [0.035, 0.089, -0.061], [0.050, -0.029, 0.017], [-0.035, -0.005, 0.017], [0.001, -0.010, -0.013], [-0.008, -0.015, 0.004], [-0.023, -0.010, -0.006], [-0.005, -0.016, 0.013], [0.013, -0.028, -0.050], [0.140, -0.423, -0.380], [0.034, 0.105, -0.012], [-0.071, 0.030, 0.179], [0.011, -0.038, 0.031], [-0.011, 0.043, -0.062], [-0.126, -0.008, -0.044], [0.257, -0.271, -0.042], [0.067, -0.066, 0.092], [-0.043, -0.152, 0.159], [-0.048, -0.095, 0.045], [-0.021, 0.019, 0.022], [0.003, 0.018, -0.023], [0.043, 0.061, -0.104], [-0.060, -0.027, 0.054], [0.044, 0.158, -0.012], [-0.015, -0.033, -0.023], [-0.002, 0.014, 0.004], [0.007, -0.017, 0.017], [0.033, -0.026, -0.010], [0.021, -0.103, -0.050], [0.014, 0.003, 0.001], [-0.001, -0.005, -0.008], [0.002, 0.009, 0.003], [-0.004, -0.006, 0.012], [-0.110, 0.034, 0.030], [0.009, -0.037, -0.045], [0.506, 0.215, -0.246], [-0.054, -0.003, 0.016], [0.057, -0.008, -0.026], [-0.039, 0.009, 0.015], [0.039, 0.001, 0.017], [-0.077, -0.009, 0.013], [0.262, 0.210, 0.142], [0.056, 0.071, -0.150], [-0.019, 0.057, -0.056], [0.006, -0.001, -0.002], [-0.021, 0.000, -0.004], [-0.002, 0.049, 0.027], [0.007, -0.001, 0.000]]}


{"formula": "C5H11NO2", "method": "ωB97M-V/def2-TZVPD", "e_tot_ha": -402.216132, "homo_energy_ev": -7.27, "multiplicity": 1, "homo_lumo_gap_ev": 8.1, "total_charge": 0, "lumo_energy_ev": 0.836, "symbols": ["C", "C", "C", "C", "N", "C", "O", "O", "H", "H", "H", "H", "H", "H", "H", "H", "H", "H", "H"], "coordinates": [[-0.63833, -0.93296, 1.55696], [1.11434, 1.33715, 0.29733], [0.35507, -0.09907, -2.34597], [1.07249, -0.14238, 0.07210], [-1.20745, 0.18215, 2.11233], [0.43909, -0.76047, -0.99714], [0.66274, -0.89549, 1.31616], [-1.33473, -1.14201, -0.15565], [-1.70217, -0.29023, -0.42846], [-0.98157, -1.89339, 1.94892], [-0.61928, 0.97587, 2.31842], [-2.17484, 0.10414, 2.38717], [0.55973, -1.83766, -1.04331], [1.72703, 1.55767, 1.17305], [0.13049, 1.82019, 0.44213], [1.57270, 1.82144, -0.56475], [0.13158, 0.96506, -2.26939], [1.30862, -0.19750, -2.86701], [-0.41552, -0.57251, -2.95290]], "forces_ev_per_a": [[-0.809, 0.156, -1.879], [0.003, 0.066, -0.019], [-0.249, 0.090, 0.199], [-2.239, -0.614, 0.125], [-0.043, -0.521, -0.088], [3.097, 0.173, 0.360], [1.429, 0.219, -0.655], [-0.589, 0.024, 1.664], [-0.190, -0.009, 0.449], [-0.105, 0.179, -0.335], [-0.427, -0.128, -0.099], [0.333, 0.407, 0.180], [-0.458, 0.062, 0.157], [0.059, 0.078, -0.050], [0.129, -0.151, -0.031], [0.102, 0.045, 0.050], [-0.036, 0.016, 0.009], [-0.022, -0.081, -0.018], [0.015, -0.010, -0.020]]}


{"formula": "C28H26ClHgN5O5S", "method": "ωB97M-V/def2-TZVPD", "e_tot_ha": -2743.553377, "homo_energy_ev": -12.57, "multiplicity": 1, "homo_lumo_gap_ev": 2.5, "total_charge": 2, "lumo_energy_ev": -10.043, "symbols": ["C", "C", "O", "O", "C", "O", "C", "N", "C", "C", "C", "Cl", "C", "N", "C", "C", "C", "C", "C", "O", "N", "O", "C", "S", "C", "C", "C", "C", "N", "C", "C", "C", "C", "C", "C", "C", "N", "C", "C", "C", "H", "H", "H", "H", "H", "H", "H", "H", "H", "H", "H", "H", "H", "H", "H", "H", "H", "H", "H", "H", "H", "H", "H", "H", "H", "H", "Hg"], "coordinates": [[1.95441, -2.46157, 3.33699], [0.91909, -3.24728, 2.58383], [0.84004, -4.41040, 2.63923], [0.01280, -2.43084, 1.84868], [-0.14827, -2.75113, 0.54093], [-0.22020, -3.83130, 0.08423], [-0.30955, -1.55144, -0.40027], [0.05478, -0.20124, 0.24387], [1.33177, 0.13401, -0.22516], [2.37039, -0.72142, 0.12854], [3.65098, -0.50639, -0.31449], [4.88342, -1.57039, 0.15797], [4.01361, 0.57492, -1.17821], [5.31830, 0.71116, -1.59396], [5.60780, 0.48244, -2.81889], [6.87929, 1.03681, -3.37672], [4.73601, -0.29872, -3.76621], [2.99767, 1.45187, -1.52184], [3.26168, 2.67058, -2.38136], [3.22289, 3.83041, -1.53188], [4.40219, 3.80338, -0.67824], [4.11158, 3.97955, 0.42113], [1.68121, 1.22390, -1.05629], [0.51050, 2.33544, -1.55445], [-0.86447, 1.93818, -0.69998], [-1.92570, 2.86533, -0.83439], [-3.10185, 2.64197, -0.20322], [-3.23072, 1.45908, 0.57805], [-4.42829, 1.25413, 1.20146], [-5.44051, 0.79603, 0.57374], [-6.73309, 0.70655, 1.31279], [-5.43562, 0.32190, -0.84914], [-2.17898, 0.54321, 0.74349], [-2.47466, -0.62383, 1.61856], [-3.05593, -1.80338, 1.15566], [-3.29708, -2.80568, 2.07804], [-3.05415, -2.75429, 3.37962], [-2.52086, -1.61862, 3.82444], [-2.21989, -0.57366, 2.97332], [-0.96012, 0.75752, 0.09591], [1.64645, -2.34506, 4.37275], [2.01340, -1.45098, 2.93610], [2.92035, -2.94815, 3.28747], [-1.35683, -1.52376, -0.66322], [0.33522, -1.68962, -1.25661], [2.21655, -1.58354, 0.75449], [6.89864, 0.93872, -4.45661], [6.93914, 2.10097, -3.15856], [7.75698, 0.52894, -2.98203], [3.82173, 0.23271, -4.03166], [5.26765, -0.46273, -4.69603], [4.47015, -1.27899, -3.37228], [4.24677, 2.64544, -2.83350], [2.49028, 2.84251, -3.12589], [-1.78579, 3.74470, -1.44749], [-3.93119, 3.32416, -0.29790], [-7.54062, 0.70870, 0.58444], [-6.83159, 1.54274, 1.99105], [-6.69548, -0.31638, 1.81776], [-4.66301, -0.41709, -1.04457], [-6.38366, -0.15427, -1.07778], [-5.34615, 1.15468, -1.54527], [-3.31458, -1.93382, 0.11647], [-3.73280, -3.72564, 1.70501], [-2.29930, -1.55466, 4.87917], [-1.76750, 0.31827, 3.38982], [-6.53527, -0.05461, 3.61912]], "forces_ev_per_a": [[-0.471, 1.083, -0.439], [0.642, 0.114, 1.141], [-0.499, -1.168, -0.449], [0.648, 0.545, -0.435], [-0.452, 0.677, 0.115], [0.126, -1.107, -0.506], [0.023, -0.073, 1.908], [0.061, 0.966, -2.850], [0.433, -0.451, 1.047], [0.214, -0.258, -0.149], [0.324, -0.108, 0.142], [-0.055, -0.060, 0.047], [-0.064, -0.438, 0.005], [-0.994, 0.556, -0.344], [0.455, 0.011, -0.150], [0.028, -0.020, -0.216], [0.036, -0.012, -0.232], [0.193, -0.166, -0.645], [0.458, 0.664, 0.806], [-0.953, -0.208, -0.067], [0.466, -0.285, 0.261], [0.012, 0.327, -0.136], [-0.219, 0.637, 0.077], [-0.030, 0.018, 0.375], [1.087, 0.036, -0.186], [-0.674, 0.186, -0.085], [0.704, 0.031, -0.306], [-0.852, -0.073, 0.334], [0.797, -0.156, -1.063], [-0.711, 0.338, 0.535], [0.259, -0.065, -2.582], [-0.252, -0.287, -0.009], [0.209, -0.185, -0.027], [0.007, -0.760, 0.052], [0.218, 0.695, 0.229], [-0.514, -0.834, -0.450], [0.139, 0.319, 0.057], [-0.073, -0.436, -0.394], [0.538, 1.157, 0.439], [-1.168, -0.459, 1.344], [-0.022, -0.247, 0.147], [0.192, 0.076, 0.056], [0.009, -0.218, 0.048], [-0.043, 0.107, -0.301], [-0.110, -0.174, -0.224], [-0.226, 0.006, 0.106], [0.037, -0.127, -0.094], [0.162, 0.009, 0.303], [0.052, 0.045, 0.170], [-0.105, 0.071, 0.132], [0.046, -0.057, -0.086], [-0.090, 0.037, 0.223], [-0.004, -0.275, -0.308], [0.109, -0.067, -0.277], [0.069, 0.053, -0.043], [-0.080, 0.077, 0.100], [-0.276, -0.027, 0.145], [-0.172, 0.026, 0.042], [-0.486, 0.814, -1.847], [0.303, 0.119, -0.003], [-0.076, -0.058, -0.008], [0.202, 0.125, 0.012], [-0.096, -0.180, -0.122], [-0.010, -0.111, 0.126], [-0.052, 0.030, 0.132], [-0.007, 0.049, 0.061], [0.576, -0.853, 4.318]]}


{"formula": "C3H6O3", "method": "ωB97M-V/def2-TZVPD", "e_tot_ha": -343.550136, "homo_energy_ev": -10.57, "multiplicity": 1, "homo_lumo_gap_ev": 11.3, "total_charge": 0, "lumo_energy_ev": 0.692, "symbols": ["C", "O", "C", "O", "C", "O", "H", "H", "H", "H", "H", "H"], "coordinates": [[1.70260, -0.51208, 0.20060], [0.88088, -0.13080, 1.25966], [0.08235, 0.64841, 0.22312], [0.29666, 1.78366, -0.08101], [-1.18180, -0.16432, 0.11047], [-1.97066, 0.07865, -1.01056], [1.03031, -0.23989, -0.73053], [2.55704, 0.15834, 0.08894], [1.92377, -1.57809, 0.11258], [-0.96024, -1.23126, 0.15732], [-1.65900, 0.12852, 1.06100], [-2.21208, 1.01312, -1.01179]], "forces_ev_per_a": [[-0.069, -0.033, -2.136], [-0.998, 1.583, -1.134], [-0.634, 0.781, 2.871], [-0.121, -0.870, 0.182], [0.026, -0.096, 0.032], [-0.112, 0.316, -0.062], [1.819, -1.362, 0.094], [0.176, -0.308, 0.045], [0.099, 0.098, 0.385], [-0.016, 0.196, -0.037], [-0.190, -0.248, -0.120], [0.020, -0.056, -0.119]]}


{"formula": "C21H34N10O", "method": "ωB97M-V/def2-TZVPD", "e_tot_ha": -1443.271337, "homo_energy_ev": -9.96, "multiplicity": 1, "homo_lumo_gap_ev": 9.8, "total_charge": 0, "lumo_energy_ev": -0.115, "symbols": ["C", "C", "N", "H", "H", "H", "C", "C", "N", "H", "H", "H", "C", "C", "N", "H", "H", "H", "C", "C", "N", "H", "H", "H", "C", "C", "N", "H", "H", "H", "C", "C", "N", "H", "H", "H", "C", "C", "N", "H", "H", "H", "C", "C", "N", "H", "H", "H", "C", "C", "N", "H", "H", "H", "C", "O", "N", "C", "C", "H", "H", "H", "H", "H", "H", "H"], "coordinates": [[14.59226, 12.56812, 15.47388], [15.33944, 13.84822, 15.85249], [15.81662, 14.82372, 16.16075], [13.60602, 12.46800, 15.92710], [15.27354, 11.75472, 15.72347], [14.40508, 12.60166, 14.40060], [11.27220, 15.32642, 8.09637], [12.10356, 14.43744, 7.18235], [12.65628, 13.65200, 6.54228], [11.52446, 15.15408, 9.14268], [10.24612, 15.26446, 7.73387], [11.55412, 16.37852, 8.05502], [14.90700, 15.82320, 11.93673], [16.04538, 16.70490, 12.20839], [16.95581, 17.40694, 12.43063], [14.72354, 15.76746, 10.86372], [14.03106, 16.19997, 12.46481], [15.13838, 14.81782, 12.28854], [12.48154, 12.44216, 10.25486], [12.20108, 11.35278, 11.19945], [11.99920, 10.47358, 11.91555], [12.97166, 13.30032, 10.71471], [11.52268, 12.77018, 9.85347], [13.06280, 11.94348, 9.47927], [10.72616, 16.82618, 14.13211], [10.78570, 18.29316, 14.35945], [10.81200, 19.44702, 14.48519], [11.02562, 16.30960, 15.04401], [11.41184, 16.56117, 13.32730], [9.70716, 16.53526, 13.87696], [9.46330, 14.80938, 18.62385], [10.49354, 14.06872, 17.96238], [11.22900, 13.37194, 17.41066], [9.25330, 15.81790, 18.26766], [9.85192, 14.98570, 19.62684], [8.52024, 14.27896, 18.75575], [6.64338, 19.69559, 12.12609], [7.39870, 18.45718, 11.90397], [7.99724, 17.45300, 11.72995], [5.65194, 19.55732, 12.55738], [6.57940, 20.25001, 11.18981], [7.18746, 20.29622, 12.85500], [8.36549, 8.91994, 14.73938], [8.08728, 7.70112, 15.59693], [7.89890, 6.78830, 16.29943], [8.37107, 9.77929, 15.40988], [7.53250, 9.06080, 14.05064], [9.32135, 8.89604, 14.21606], [11.08598, 19.55534, 10.56022], [11.68876, 18.20686, 10.53920], [12.13556, 17.12840, 10.50133], [10.81430, 19.75871, 11.59604], [10.08368, 19.50068, 10.13538], [11.70626, 20.36488, 10.17551], [11.40950, 13.50198, 13.66985], [12.38778, 14.17736, 13.26624], [10.30950, 13.41946, 12.92374], [9.16104, 12.65958, 13.35605], [10.07670, 14.21426, 11.73956], [11.34648, 12.82354, 14.53469], [8.36141, 13.22084, 13.83946], [9.51439, 11.90602, 14.05989], [8.82830, 12.05168, 12.51472], [10.95956, 14.75802, 11.40340], [9.66902, 13.62300, 10.91961], [9.37782, 14.98458, 12.06556]], "forces_ev_per_a": [[1.179, 1.382, -0.133], [-2.715, -3.439, -0.887], [1.245, 2.102, 0.621], [0.338, 0.235, 0.485], [-0.372, -0.179, -0.053], [0.232, -0.059, -0.037], [1.300, -0.083, -1.224], [-0.530, 0.395, 0.843], [-0.302, 0.649, 0.395], [-0.659, -0.708, -0.085], [-0.080, -0.266, 0.699], [0.242, -0.041, -0.703], [0.305, 0.038, 0.121], [2.048, 1.507, 0.438], [-2.159, -1.622, -0.566], [-0.108, 0.172, 0.077], [-0.001, -0.177, -0.162], [-0.069, 0.064, 0.133], [-0.419, -0.804, 0.082], [0.038, 0.078, 0.589], [-0.034, 0.372, -0.248], [0.159, -0.272, 0.084], [0.156, -0.014, -0.218], [0.142, 0.606, -0.257], [0.125, 0.757, 0.326], [-0.153, 0.747, -0.137], [-0.067, -1.520, -0.182], [0.097, -0.007, -0.071], [-0.068, -0.084, 0.054], [0.044, 0.102, -0.097], [-0.315, 0.954, 1.594], [0.320, -1.092, -1.407], [-0.275, 0.586, 0.337], [0.214, -0.223, -0.569], [-0.136, -0.006, 0.279], [0.199, -0.231, -0.330], [0.417, 0.196, 0.178], [1.423, -3.170, -0.395], [-1.847, 3.326, 0.567], [0.044, -0.411, -0.278], [-0.096, -0.020, 0.075], [0.150, 0.082, -0.099], [-0.620, -0.721, 1.037], [0.278, -0.658, 0.464], [0.304, 1.873, -1.493], [0.043, 0.003, 0.028], [0.165, -0.121, -0.108], [-0.136, -0.372, 0.054], [-0.599, -0.655, 0.906], [0.787, -1.401, -0.377], [-0.939, 2.238, 0.218], [0.502, 0.177, 0.301], [0.260, 0.040, -0.710], [-0.047, -0.371, -0.142], [1.831, 0.857, -1.985], [-1.174, -1.187, 1.568], [-1.012, -0.194, -0.062], [0.664, -1.206, 0.235], [0.081, 0.988, 0.377], [0.499, 0.428, 0.221], [-0.042, 0.256, -0.334], [-0.023, 0.090, 0.290], [-0.474, 0.284, -0.077], [0.152, -0.323, 0.217], [-0.110, -0.064, 0.156], [-0.404, 0.122, -0.621]]}